1.
{
  "formula": "C31H46BrN3OP2Pb",
  "method": "wB97M-V/def2-TZVPD",
  "symbols": ["Pb", "Br", "P", "P", "O", "N", "N", "N", "C", "C", "C", "C", "C", "C", "C", "C", "C", "C", "C", "C", "C", "C", "C", "C", "C", "C", "C", "C", "C", "C", "C", "C", "C", "C", "C", "C", "C", "C", "C", "H", "H", "H", "H", "H", "H", "H", "H", "H", "H", "H", "H", "H", "H", "H", "H", "H", "H", "H", "H", "H", "H", "H", "H", "H", "H", "H", "H", "H", "H", "H", "H", "H", "H", "H", "H", "H", "H", "H", "H", "H", "H", "H", "H", "H", "H"],
  "positions_angstrom": [[0.99305, 0.19223, 1.00940], [2.28671, -1.52537, 2.78811], [-0.21661, -2.15570, 0.02029], [6.43661, -1.03599, -0.02168], [-1.64512, 2.30011, 7.47252], [-2.37082, 0.17198, 7.75735], [-6.89554, 5.57229, -5.85131], [-0.61098, 0.33632, 2.97192], [0.37635, -2.68249, -2.78821], [-2.96931, -1.68350, 0.25578], [6.01232, -2.19528, 2.48696], [-0.87392, 0.98341, -0.41557], [-1.89844, -2.20951, -0.70308], [-0.58498, 0.88352, -1.76537], [-4.58107, 3.52914, -2.90652], [-0.82915, 1.84128, 4.82464], [-2.84704, 2.27848, -0.85584], [-3.45474, 2.84620, -3.21276], [-2.59133, 2.20216, -2.24674], [-6.57030, 6.17905, -4.70752], [-0.13974, -3.57426, 1.20074], [-0.43488, 1.56040, 3.52283], [-1.28669, -4.58002, 1.25113], [0.89218, -2.70650, -1.34732], [6.29368, -2.63682, -2.34377], [-1.30342, -0.59397, 3.66410], [-5.40112, 4.20769, -3.90838], [-5.72928, 3.59728, -5.13946], [-5.84693, 5.52878, -3.69609], [-6.50815, 4.31372, -6.06559], [5.60988, -1.47976, -1.61528], [-1.45130, 1.49130, -2.68621], [5.29560, -1.84165, 1.18432], [-1.83351, 1.18697, 7.00717], [-1.97760, 1.65199, 0.06082], [-1.48641, 0.86375, 5.58603], [5.88021, 0.72028, 0.11831], [6.96911, 1.69311, -0.33740], [-1.74085, -0.37474, 4.97250], [6.79741, 2.67501, 0.11425], [-4.90525, 3.63866, -1.86951], [4.96860, 0.83538, -0.48539], [-6.88740, 7.21818, -4.57547], [0.29890, 0.35482, -2.13054], [0.02498, -3.13541, 2.19471], [-1.24732, 1.41851, -3.75721], [-5.40244, 2.58742, -5.37726], [-6.81235, 3.84560, -7.00745], [-1.47361, -5.03961, 0.27458], [6.08429, -1.32659, 3.15077], [-2.22296, -4.14034, 1.61257], [-3.49584, -2.49751, 0.76638], [7.96685, 1.35130, -0.03806], [-2.26123, -1.18897, 5.46274], [-3.71832, -1.09648, -0.28986], [5.62892, 0.87929, 1.17670], [-2.20641, 1.71392, 1.12574], [1.20606, -3.72384, -1.06636], [4.89412, -2.74125, 0.69520], [-2.09915, -3.24991, -1.01291], [6.01262, -2.61900, -3.40222], [6.96478, 1.82591, -1.42472], [-2.45621, -0.77721, 7.44284], [0.79776, -4.09345, 0.95342], [7.38597, -2.56675, -2.28358], [-5.58725, 6.06456, -2.78445], [-1.87299, -1.58156, -1.60401], [-2.55472, -1.01740, 1.02298], [0.04522, 2.33091, 2.90899], [7.02433, -2.57281, 2.29812], [-1.50275, -1.54226, 3.16222], [-3.71393, 2.82667, -0.48722], [1.78591, -2.06626, -1.27690], [5.63793, -0.56863, -2.23012], [-0.30548, -1.85154, -2.99812], [4.56250, -1.72078, -1.38411], [-0.60559, 2.82958, 5.22316], [-2.56251, 0.37399, 8.72285], [-0.13522, -3.61651, -3.04709], [4.45234, -1.16337, 1.38193], [-1.01049, -5.38370, 1.94609], [-3.13192, 2.80638, -4.25872], [5.98802, -3.60740, -1.93798], [5.44448, -2.96593, 3.01798], [1.23288, -2.57749, -3.46582]],
  "lowdin_charge": [0.96, 0.01, 0.85, 1.23, 0.09, 0.19, 0.06, -0.09, -0.13, -0.13, -0.15, -0.33, -0.37, -0.16, -0.03, 0.04, 0.01, -0.04, -0.20, -0.13, -0.42, -0.14, -0.12, -0.39, -0.14, -0.11, -0.23, -0.02, -0.01, -0.13, -0.37, -0.01, -0.43, -0.47, -0.11, -0.08, -0.37, -0.14, 0.03, 0.09, 0.11, 0.09, 0.11, 0.09, 0.01, 0.13, 0.11, 0.11, 0.08, 0.08, 0.07, 0.07, 0.07, 0.12, 0.09, 0.09, 0.10, 0.08, 0.09, 0.10, 0.09, 0.08, 0.09, 0.08, 0.08, 0.11, 0.07, 0.04, 0.11, 0.07, 0.11, 0.12, 0.05, 0.09, 0.05, 0.08, 0.14, 0.12, 0.09, -0.02, 0.09, 0.13, 0.08, 0.08, 0.08],
  "total_charge": 2,
  "de_lowest_ev": 0.000,
  "spin_multiplicity": 1,
  "total_energy_ev": -133262.675,
  "molar_mass_g_mol": 825.8
}

2.
{
  "formula": "C31H46ClGeIN6O5RbSi3",
  "method": "wB97M-V/def2-TZVPD",
  "symbols": ["I", "Rb", "Ge", "Cl", "Si", "Si", "Si", "O", "O", "O", "O", "O", "N", "N", "N", "N", "N", "N", "C", "C", "C", "C", "C", "C", "C", "C", "C", "C", "C", "C", "C", "C", "C", "C", "C", "C", "C", "C", "C", "C", "C", "C", "C", "C", "C", "C", "C", "C", "C", "H", "H", "H", "H", "H", "H", "H", "H", "H", "H", "H", "H", "H", "H", "H", "H", "H", "H", "H", "H", "H", "H", "H", "H", "H", "H", "H", "H", "H", "H", "H", "H", "H", "H", "H", "H", "H", "H", "H", "H", "H", "H", "H", "H", "H", "H"],
  "positions_angstrom": [[3.94562, 4.11247, -1.10639], [0.03659, 1.16149, 1.24489], [-1.57085, 0.68461, -1.66443], [6.39919, 4.61708, 4.02088], [0.08823, 1.64074, -3.35143], [-3.32401, 2.37580, -1.74522], [-2.54032, -1.17226, -2.89960], [-2.34636, 0.58857, 0.93704], [-3.61048, -4.28794, 5.77089], [2.07209, 2.43293, 0.72483], [-4.88726, -4.04010, 3.94430], [-1.63461, -1.37546, 0.22966], [3.88767, -2.75587, 0.69056], [-1.19446, -0.65107, 3.36262], [1.70093, -1.78415, 1.08082], [2.19827, -2.81653, -1.05112], [2.12349, 1.80137, 3.38603], [1.94278, -4.18778, 0.92755], [2.15817, 1.48392, 4.65731], [0.30674, 3.54113, -3.14980], [5.06021, 4.20130, 1.72470], [1.23574, -3.07433, 1.57168], [-3.88192, -2.16220, -1.96109], [2.99403, 2.86783, 1.44868], [-1.16485, -2.42235, -3.41306], [-3.63978, 3.29385, -3.42378], [-1.14542, -1.16615, 4.58666], [3.12672, -1.68578, 1.34848], [-3.38274, -0.68924, -4.57702], [3.61421, -2.68313, -0.74358], [-5.06529, 1.73895, -1.23224], [4.14349, 3.09900, 3.67974], [3.15865, 1.92694, 5.53153], [4.03986, 3.68078, 0.96177], [3.36824, -4.03134, 1.17672], [-3.92418, -3.79312, 4.67756], [1.48002, -1.73909, -0.36245], [-0.28035, 1.39689, -5.23300], [1.86429, 0.93594, -3.12752], [-2.90136, 3.79549, -0.52079], [-1.97197, -2.17786, 5.02911], [1.71933, -4.08272, -0.51057], [-2.10085, -1.15473, 2.52610], [-2.04383, -0.60879, 1.11788], [5.10599, 3.91882, 3.07234], [-2.94536, -2.67742, 4.16967], [-2.99783, -2.15171, 2.88511], [4.14499, 2.74370, 5.04494], [3.08561, 2.57714, 2.87493], [-2.64073, -0.33561, -5.28311], [-0.38531, -0.74190, 5.23685], [1.35533, 0.84820, 5.00854], [1.19090, 3.90307, -3.66766], [-5.74494, 2.53643, -0.94086], [-0.87435, -3.02254, -2.55770], [4.16917, -3.48736, -1.24257], [-5.53595, 1.17300, -2.03176], [2.54836, 1.29741, -3.89177], [3.49878, -0.71752, 1.00036], [-0.54804, 4.09584, -3.52361], [0.42681, 3.78288, -2.09750], [-4.45323, 4.01030, -3.35283], [-1.94451, 4.24857, -0.77081], [3.90689, -4.84293, 0.67194], [-3.88650, 2.59141, -4.21273], [0.41227, -1.84691, -0.56454], [-1.89537, -2.58848, 6.02651], [1.83157, -0.77858, -0.74914], [4.92911, 3.12161, 5.68832], [-4.94575, 1.07643, -0.38242], [-4.75750, -1.54521, -1.78559], [-3.64778, 4.58592, -0.50154], [-3.73860, -2.51260, 2.18665], [3.29340, -1.76454, 2.42821], [5.81702, 4.82568, 1.27174], [3.96610, -1.71684, -1.11732], [1.40848, -3.13460, 2.65063], [-3.48154, -2.44143, -0.99417], [-3.89856, -1.52962, -5.03345], [0.43172, 1.93119, -5.85582], [-1.27455, 1.74624, -5.48869], [-4.10694, 0.10621, -4.43345], [-1.47532, -3.10011, -4.20540], [3.55375, -4.09821, 2.25351], [-2.75332, 3.83215, -3.73834], [2.23922, -4.90839, -1.01184], [-4.20582, -3.06884, -2.46753], [2.26425, 1.24352, -2.16571], [-0.22266, 0.34519, -5.49040], [-0.27825, -1.89630, -3.75688], [1.87155, -0.15029, -3.16091], [0.64716, -4.16421, -0.70194], [3.14396, 1.63032, 6.57077], [0.16689, -3.16776, 1.36966], [-2.82425, 3.38365, 0.48243]],
  "lowdin_charge": [0.85, 0.95, 0.70, 0.62, 0.41, 0.39, 0.39, -0.29, -0.07, -0.34, -0.05, -0.10, -0.09, 0.07, -0.09, -0.08, 0.09, -0.09, -0.14, -0.23, -0.20, -0.16, -0.21, -0.52, -0.21, -0.22, -0.15, -0.17, -0.22, -0.19, -0.22, -0.19, -0.06, -0.62, -0.20, -0.72, -0.19, -0.23, -0.23, -0.22, -0.02, -0.18, -0.22, -0.80, -0.64, -0.10, 0.05, -0.04, -0.16, -0.01, 0.08, 0.09, 0.01, 0.02, 0.00, 0.12, 0.01, 0.02, 0.13, 0.00, 0.01, 0.02, 0.01, 0.12, 0.00, 0.10, 0.10, 0.11, 0.08, 0.01, 0.01, 0.02, 0.12, 0.13, 0.08, 0.13, 0.13, 0.00, 0.02, 0.02, 0.00, 0.00, 0.02, 0.12, -0.01, 0.12, 0.02, -0.01, 0.00, 0.00, 0.01, 0.12, 0.10, 0.13, 0.01],
  "total_charge": -2,
  "de_lowest_ev": 1.118,
  "spin_multiplicity": 2,
  "total_energy_ev": -153504.812,
  "molar_mass_g_mol": 987.4,
  "s2": 0.7536
}

3.
{
  "formula": "C31H46IrP2",
  "method": "wB97M-V/def2-TZVPD",
  "symbols": ["Ir", "P", "P", "C", "C", "C", "C", "C", "C", "C", "C", "C", "C", "C", "C", "C", "C", "C", "C", "C", "C", "C", "C", "C", "C", "C", "C", "C", "C", "C", "C", "C", "C", "C", "H", "H", "H", "H", "H", "H", "H", "H", "H", "H", "H", "H", "H", "H", "H", "H", "H", "H", "H", "H", "H", "H", "H", "H", "H", "H", "H", "H", "H", "H", "H", "H", "H", "H", "H", "H", "H", "H", "H", "H", "H", "H", "H", "H", "H", "H"],
  "positions_angstrom": [[-1.03288, -1.16517, -1.03120], [-3.68094, 1.53021, -3.75501], [-1.92812, 4.13529, -3.79365], [-0.05277, -3.34084, 0.64146], [-1.25772, 0.04319, 1.69919], [5.10058, -4.24832, -2.84586], [5.28928, -2.89811, -2.49412], [-1.42746, 3.49662, 0.06995], [2.87222, -2.55924, -2.51421], [-2.28249, 0.86930, 2.37964], [-0.03491, 3.70179, -0.45569], [0.77200, -0.90950, 1.21003], [2.71857, -3.88193, -2.99012], [-1.54993, -1.21028, 1.01517], [3.81014, -4.72494, -3.12686], [-0.95585, 5.14399, -4.95153], [0.44431, -1.60065, -2.03274], [0.33398, 2.32306, -2.61504], [-1.60668, 0.66341, -1.81137], [-5.26971, 2.27133, -3.16642], [2.22101, -1.14705, 1.06865], [-3.08301, 5.35515, -3.09451], [-0.25827, -1.86717, 0.75865], [-2.32271, 2.96655, -1.10733], [-4.28470, 0.61255, -5.23553], [-2.84631, -1.92801, 0.92657], [0.83336, 1.37050, 2.41749], [-2.97538, 2.98220, -4.72909], [4.19157, -2.04536, -2.34218], [-0.64700, 1.14263, -2.88286], [1.65101, -1.90741, -2.23587], [0.60617, 2.80322, -1.22338], [0.14214, 0.21297, 1.77110], [-2.51903, 1.53449, -1.13190], [1.86461, 1.45844, 2.05225], [-0.97604, -3.87598, 0.90218], [-1.22072, 1.39891, -3.79340], [2.48775, -1.23664, 0.00382], [-3.49434, 5.92336, -3.93741], [-3.65390, -1.29580, 1.30138], [1.30369, 1.96363, -3.01696], [0.31927, 2.31811, 2.19607], [-0.21208, 5.73838, -4.40018], [-3.78199, 3.57370, -5.19114], [-5.04618, -0.11050, -4.91458], [2.79539, -0.32254, 1.50762], [-5.65746, 3.01573, -3.87467], [4.32930, -0.99584, -2.07032], [0.76286, -3.62547, 1.31205], [-2.18173, -0.27698, -2.21418], [-2.79122, -2.87694, 1.48298], [-1.79759, 3.26836, -2.06755], [-0.04641, 0.26227, -3.15419], [5.95566, -4.92152, -2.93093], [-1.82978, 1.73890, 2.87414], [0.22869, -3.59457, -0.38804], [-0.42728, 4.50522, -5.67269], [-3.42566, 0.07354, -5.66550], [0.50941, 4.57040, -0.06247], [6.30436, -2.52720, -2.32054], [-1.86964, 4.39722, 0.51420], [1.46069, 2.25020, -0.77198], [1.69613, -4.21531, -3.18369], [-3.90111, 4.88898, -2.52990], [3.64684, -5.76127, -3.43271], [0.87493, 1.26955, 3.51625], [-3.04213, -2.15192, -0.13741], [-3.37864, 1.07720, -0.60517], [-2.81161, 0.27964, 3.14927], [-2.35808, 2.55475, -5.53648], [-3.29973, 3.46895, -1.07254], [-5.13554, 2.73810, -2.18050], [-1.39390, 2.72117, 0.86374], [0.00883, 3.18242, -3.25267], [-4.69994, 1.30619, -5.98534], [-3.03230, 1.23405, 1.66015], [2.52178, -2.08050, 1.56518], [-6.00630, 1.46322, -3.05305], [-1.61672, 5.83474, -5.49442], [-2.53358, 6.03254, -2.42791]],
  "lowdin_charge": [1.29, 0.91, 0.97, -0.02, -0.21, -0.03, -0.05, -0.12, -0.24, -0.03, -0.09, -0.18, -0.02, -0.40, -0.05, -0.20, -0.22, -0.18, -0.41, -0.26, 0.00, -0.20, -0.41, -0.22, -0.26, -0.03, -0.02, -0.47, -0.01, -0.23, -0.02, -0.09, -0.20, -0.13, 0.08, 0.09, 0.06, 0.06, 0.07, 0.09, 0.13, 0.07, 0.07, 0.08, 0.05, 0.08, 0.05, 0.12, 0.10, 0.05, 0.11, 0.01, 0.06, 0.12, 0.09, 0.07, 0.07, 0.05, 0.12, 0.12, 0.12, 0.13, 0.13, 0.05, 0.12, 0.11, 0.07, 0.13, 0.11, 0.07, 0.11, 0.02, 0.09, 0.05, 0.06, 0.07, 0.10, 0.06, 0.07, 0.08],
  "total_charge": 2,
  "de_lowest_ev": 3.206,
  "spin_multiplicity": 6,
  "total_energy_ev": -54283.087,
  "molar_mass_g_mol": 672.9,
  "s2": 8.9639
}